Entry 1:
C43H60BF4KN8OS as an isolated structure in a non-equilibrium geometry, computed with wB97M-V/def2-TZVPD.

The net charge is -2. The LUMO energy comes out at 3.8 eV. Its HOMO energy is -0.6 eV. Its molar mass is 863.0 g mol⁻¹. As for the spin multiplicity: 1. The relative energy (zero: lowest compared OMol25 entry of this formula, charge and spin) comes out at 24.59 kJ/mol.

The geometry in XYZ format:
```
119
Properties=species:S:1:pos:R:3:forces:R:3:mulliken_charge:R:1
K 1.7272 0.5835 0.3946 -0.94 -0.88 0.85 0.81
C 1.9796 -2.7212 -0.5754 0.03 0.01 0.01 -0.38
N 2.5775 -2.2155 0.6446 0.04 0.01 -0.03 1.42
C 4.0222 -2.2254 0.5606 -0.02 -0.04 0.01 -1.26
C 2.0496 -2.9301 1.7967 -0.01 0.01 -0.05 -0.09
C 2.7022 -2.5845 3.1274 -0.04 -0.01 0.04 -1.87
N 2.6315 -1.1632 3.3889 0.05 -0.10 -0.07 0.01
C 3.3042 -0.6613 4.4105 0.12 0.04 -0.01 0.57
C 3.3654 0.7675 4.5478 -0.06 0.03 -0.06 0.11
F 2.7796 1.5172 3.5876 -0.01 -0.08 0.11 -0.19
C 4.0132 1.4081 5.5680 -0.02 0.07 0.01 0.11
F 4.0156 2.7647 5.5867 0.01 -0.10 0.00 -0.34
C 4.6838 0.7292 6.5806 0.00 -0.02 -0.04 -0.74
C 4.6535 -0.6479 6.4797 0.04 -0.02 0.06 0.25
F 5.2778 -1.3869 7.4372 -0.04 0.05 -0.06 -0.36
C 4.0094 -1.3224 5.4668 -0.04 -0.04 -0.01 0.05
F 4.0287 -2.6868 5.5384 -0.01 0.05 -0.03 -0.37
H 2.3096 -2.1316 -1.4326 0.02 -0.01 -0.01 0.04
H 0.8946 -2.6174 -0.5266 0.00 0.03 0.01 -0.71
H 2.2466 -3.7811 -0.7557 0.00 0.00 0.00 0.38
H 4.4351 -3.2512 0.4978 0.01 0.00 0.00 0.37
H 4.4549 -1.7244 1.4250 0.01 0.01 0.02 0.21
H 4.3289 -1.6791 -0.3322 0.00 0.01 -0.01 0.26
H 2.1496 -4.0266 1.6481 0.01 0.03 0.01 0.32
H 0.9785 -2.7108 1.8486 -0.02 0.01 0.00 -0.29
H 3.7344 -2.9556 3.1201 0.04 0.01 0.01 0.60
H 2.1814 -3.1879 3.8884 0.01 0.00 -0.01 0.49
H 5.2009 1.2412 7.3755 0.00 0.01 0.02 0.48
N 3.8580 3.5857 -2.1787 0.03 0.04 0.02 -0.67
C 2.8734 2.9331 -1.2724 0.10 0.07 -0.15 0.74
O 3.3155 1.8064 -0.7501 0.66 0.61 -0.50 -0.85
C 1.4349 3.1326 -1.7228 0.10 0.07 -0.01 0.65
C 1.9698 3.8999 -0.5103 -0.03 0.02 -0.03 -0.88
H 4.7537 3.2873 -1.8031 -0.03 -0.01 -0.02 0.32
H 3.8187 4.5956 -2.0714 0.01 0.00 0.01 0.27
H 0.6964 2.3567 -1.5360 0.07 0.00 -0.02 -0.99
H 1.2706 3.6984 -2.6352 -0.06 0.02 0.01 0.18
H 1.6084 3.5911 0.4657 0.01 -0.02 0.01 -0.04
H 2.1055 4.9744 -0.6090 -0.01 0.01 -0.01 0.25
C -3.1959 4.5929 4.3303 -0.01 0.02 0.02 -1.15
C -1.9685 4.4783 3.4333 0.02 -0.01 -0.02 0.03
C -1.3510 3.1170 3.4265 -0.02 0.05 -0.06 0.02
N -0.9264 2.5384 2.3621 0.05 0.04 0.05 -0.34
N -0.3433 1.3219 2.5809 0.10 -0.01 -0.07 0.43
C -0.3331 0.9878 3.8342 0.01 -0.12 0.01 -0.04
N 0.1584 -0.1886 4.3087 -0.17 0.07 0.10 -0.17
S -1.0830 2.1758 4.8704 -0.01 0.01 0.01 -0.40
H -3.6287 5.5924 4.2645 -0.01 0.01 0.00 0.40
H -2.9412 4.4095 5.3762 0.01 0.00 0.01 0.36
H -3.9545 3.8672 4.0410 -0.02 -0.02 -0.02 0.22
H -1.2169 5.2103 3.7451 0.00 0.00 -0.01 0.34
H -2.2187 4.6978 2.3942 -0.01 0.00 0.00 -0.06
H 0.9398 -0.5919 3.7507 0.11 0.05 -0.05 -0.03
H 0.3828 -0.1830 5.2917 0.00 0.01 -0.02 0.33
C -2.2681 -4.6276 -3.7370 -0.02 -0.01 0.00 -1.84
C -1.2883 -3.9892 -2.7514 -0.01 0.01 -0.01 1.69
C -0.7448 -5.0403 -1.7824 0.00 -0.01 0.01 -1.52
C -0.1722 -3.2548 -3.4686 0.01 0.02 0.01 1.10
C 0.7601 -3.9824 -4.2023 0.03 -0.01 -0.02 -0.53
C 1.8221 -3.3521 -4.8262 -0.03 -0.03 0.02 -1.51
C 1.9720 -1.9802 -4.6953 0.02 0.03 0.08 -0.63
C 1.0644 -1.2173 -3.9672 0.08 0.03 -0.09 -0.27
C 1.2483 0.2797 -3.8296 0.00 0.03 -0.02 3.46
C 2.6986 0.7339 -3.9641 -0.03 -0.04 -0.07 -1.86
C 0.3529 1.0145 -4.8306 -0.05 0.01 0.03 -1.57
C -0.0365 -1.8601 -3.3805 -0.06 -0.05 0.00 -0.46
N -1.0260 -1.1019 -2.7065 0.03 -0.04 0.02 0.67
B -0.9236 -0.4716 -1.3624 -0.01 0.07 0.01 1.41
N -2.3503 -0.0627 -1.2313 -0.03 -0.07 -0.03 0.42
C -3.0992 -0.3723 -2.3675 0.05 0.01 -0.05 -0.76
C -2.3096 -1.0173 -3.2458 -0.04 0.05 0.00 -1.13
C -2.9980 0.6588 -0.1934 0.08 -0.01 0.00 -1.08
C -3.1288 2.0491 -0.3210 0.01 0.05 -0.01 0.51
C -3.8935 2.7496 0.6069 0.00 -0.01 -0.01 -0.26
C -4.4835 2.0991 1.6741 0.02 0.00 0.00 -1.15
C -4.2813 0.7382 1.8348 -0.03 -0.01 0.02 -1.13
C -3.5485 -0.0070 0.9144 -0.03 0.03 0.01 0.63
C -3.3972 -1.4948 1.1903 -0.05 -0.01 0.04 0.52
C -3.9184 -2.3976 0.0717 0.00 -0.02 0.01 -1.42
C -1.9703 -1.8725 1.5873 0.03 0.00 -0.02 -0.99
C -2.4342 2.8001 -1.4408 0.00 -0.01 -0.01 2.58
C -1.6565 4.0040 -0.9077 -0.03 0.02 0.00 -1.58
C -3.4227 3.2317 -2.5261 0.01 0.01 0.01 -1.80
H -3.0818 -5.1249 -3.2023 -0.01 0.00 0.00 0.44
H -1.7649 -5.3747 -4.3575 0.01 -0.01 -0.01 0.36
H -2.7045 -3.8781 -4.3983 0.00 0.01 -0.01 0.34
H -1.8328 -3.2527 -2.1640 -0.02 0.03 0.03 -0.76
H -0.2391 -5.8509 -2.3143 0.01 -0.01 0.00 0.38
H -1.5629 -5.4782 -1.2047 -0.01 -0.01 0.00 0.42
H -0.0335 -4.5996 -1.0844 -0.02 -0.01 0.00 0.21
H 0.6593 -5.0605 -4.2711 0.00 -0.01 -0.01 0.31
H 2.5437 -3.9287 -5.3938 0.00 0.00 0.00 0.32
H 2.8208 -1.4887 -5.1524 0.01 0.00 -0.01 0.32
H 0.9008 0.5471 -2.8289 0.04 -0.07 0.02 -1.33
H 3.0270 0.7161 -5.0100 0.01 -0.02 -0.03 0.41
H 3.3713 0.1019 -3.3829 0.00 0.03 0.06 0.40
H 2.8176 1.7489 -3.5889 0.00 0.01 -0.03 0.27
H 0.6281 0.7527 -5.8577 0.01 0.00 -0.01 0.32
H 0.4653 2.0945 -4.7107 0.00 0.02 0.00 0.40
H -0.6975 0.7583 -4.6775 0.00 0.02 0.00 0.27
H -4.1449 -0.1199 -2.4595 -0.02 0.00 0.00 0.41
H -2.5584 -1.4044 -4.2228 -0.01 -0.01 -0.01 0.48
H -4.0149 3.8215 0.4952 0.00 0.01 0.00 0.38
H -5.0907 2.6472 2.3853 0.00 0.01 0.02 0.59
H -4.7146 0.2282 2.6889 0.00 0.00 0.01 0.30
H -4.0347 -1.6836 2.0630 0.01 0.00 0.00 0.57
H -3.3109 -2.3076 -0.8247 0.03 -0.03 -0.03 -0.01
H -4.9489 -2.1473 -0.1934 -0.01 0.01 -0.01 0.34
H -3.8925 -3.4402 0.4016 -0.01 -0.01 0.01 0.50
H -1.2785 -1.6989 0.7573 -0.01 0.00 0.03 -0.42
H -1.9353 -2.9279 1.8761 0.02 -0.03 0.00 0.60
H -1.6244 -1.2732 2.4300 0.01 0.01 0.04 0.17
H -1.7144 2.1111 -1.8874 -0.01 0.02 0.01 -1.44
H -2.3319 4.7956 -0.5660 -0.03 0.01 0.02 0.48
H -1.0232 4.4210 -1.6930 -0.01 0.00 0.01 0.47
H -1.0145 3.7136 -0.0759 -0.01 0.01 -0.01 0.06
H -4.1866 3.8956 -2.1088 -0.01 0.01 0.00 0.34
H -3.9220 2.3706 -2.9710 -0.01 -0.02 -0.01 0.35
H -2.9023 3.7720 -3.3210 0.01 0.00 -0.01 0.43
```
Positions in Å, forces in eV/Å.



Entry 2:
C43H60FInP3Si as an isolated structure, computed with wB97M-V/def2-TZVPD.

The net charge is +1. The LUMO energy comes out at -1.9 eV. Its HOMO energy is -9.7 eV. Its molar mass is 831.8 g mol⁻¹. As for the spin multiplicity: 1.

The geometry in XYZ format:
```
109
Properties=species:S:1:pos:R:3:forces:R:3:mulliken_charge:R:1
In -0.1504 0.0980 0.8043 0.04 -0.43 -0.15 2.34
C 1.7119 -3.1670 2.5175 0.02 0.01 0.05 -1.49
C 1.7967 -3.2725 0.9977 -0.02 -0.03 -0.02 1.55
C 2.7915 -4.3501 0.5698 -0.04 -0.04 -0.02 -1.71
P 1.9169 -1.5717 0.2880 0.01 0.07 0.02 0.43
C 3.4744 -0.6970 0.7531 -0.03 -0.02 0.08 1.83
C 4.7923 -1.4632 0.6976 0.00 -0.01 -0.02 -1.48
C 3.5412 0.5904 -0.0723 0.00 0.01 -0.03 -1.63
C 1.8580 -1.8425 -1.5175 -0.08 -0.07 -0.05 0.23
C 2.7988 -2.6716 -2.1345 0.03 0.06 0.00 -0.77
C 2.6370 -3.0829 -3.4475 0.01 -0.01 0.00 -1.02
C 1.5091 -2.6994 -4.1561 -0.01 -0.02 -0.01 -1.05
C 0.5881 -1.8480 -3.5674 0.00 0.02 0.03 -0.73
C 0.7572 -1.3722 -2.2634 0.06 -0.05 0.02 0.75
Si -0.3023 0.0770 -1.6938 -0.07 0.24 0.12 -1.71
C -2.1141 -0.1241 -2.1495 -0.01 -0.01 -0.03 0.18
C -2.6248 0.5590 -3.2568 0.01 0.00 0.01 -0.49
C -3.9774 0.5395 -3.5612 0.00 -0.01 0.01 -0.86
C -4.8483 -0.1738 -2.7542 0.00 0.01 0.00 -1.02
C -4.3616 -0.8683 -1.6570 -0.01 -0.02 0.01 -0.28
C -3.0053 -0.8578 -1.3354 0.05 -0.02 -0.02 0.59
P -2.3348 -1.7711 0.1093 -0.01 0.11 -0.05 0.50
C -2.0258 -3.4856 -0.5167 0.06 0.01 0.02 1.21
C -3.0677 -4.0480 -1.4796 0.01 0.00 0.00 -1.59
C -1.7629 -4.4234 0.6654 -0.02 0.01 0.01 -1.61
C -3.6291 -1.8301 1.4350 -0.01 0.00 0.05 0.69
C -4.0283 -0.3913 1.7810 0.01 0.03 -0.02 -1.42
C -4.8619 -2.7279 1.3103 0.02 0.00 0.02 -1.51
C 0.4524 1.6155 -2.4843 0.02 0.02 -0.03 0.70
C 0.9046 1.5557 -3.8066 -0.01 -0.02 0.01 -0.18
C 1.4984 2.6402 -4.4315 0.00 0.01 0.01 -0.98
C 1.6640 3.8232 -3.7300 0.00 0.00 -0.01 -1.07
C 1.2325 3.9097 -2.4168 0.00 -0.01 -0.02 -1.03
C 0.6314 2.8248 -1.7780 -0.05 0.01 -0.02 0.57
P 0.0783 2.9335 -0.0420 0.04 0.07 0.12 0.76
C 0.7674 4.4657 0.7435 0.01 0.04 -0.02 0.16
C 2.2997 4.3992 0.7260 -0.02 0.03 0.03 -1.10
C 0.2677 5.8559 0.3459 0.00 0.02 0.00 -1.52
C -1.7585 3.1481 -0.2130 0.00 -0.01 -0.02 2.73
C -2.3837 3.5210 1.1324 0.00 -0.02 -0.01 -1.42
C -2.2182 4.0606 -1.3473 -0.01 0.01 -0.01 -1.55
H 1.4821 -4.1430 2.9479 0.00 0.00 0.00 0.54
H 0.9369 -2.4659 2.8280 -0.03 0.04 0.03 0.15
H 2.6563 -2.8292 2.9487 0.02 0.01 0.02 0.41
H 0.8116 -3.5771 0.6242 0.03 0.03 0.01 -0.61
H 3.8146 -4.1093 0.8494 0.04 0.02 0.00 0.23
H 2.7567 -4.5454 -0.4999 -0.02 -0.02 0.07 0.48
H 2.5270 -5.2809 1.0755 0.00 0.00 0.02 0.50
H 3.2870 -0.4143 1.7970 0.00 -0.02 0.00 -0.78
H 5.0132 -1.8360 -0.3027 -0.01 0.01 -0.03 0.24
H 4.8108 -2.2989 1.3941 -0.01 -0.02 0.01 0.36
H 5.6039 -0.7889 0.9776 0.01 0.00 0.00 0.48
H 3.7438 0.3761 -1.1234 0.00 -0.01 -0.02 0.30
H 4.3432 1.2261 0.3058 0.00 0.01 0.00 0.67
H 2.6115 1.1667 -0.0269 -0.01 0.00 0.02 0.23
H 3.6615 -3.0184 -1.5831 0.01 0.05 -0.04 0.43
H 3.3777 -3.7249 -3.9054 0.01 0.00 -0.01 0.45
H 1.3555 -3.0520 -5.1676 0.00 0.00 -0.01 0.44
H -0.2801 -1.5347 -4.1381 -0.01 0.01 -0.01 0.57
H -1.9532 1.1354 -3.8832 0.01 0.01 0.00 0.39
H -4.3496 1.0822 -4.4199 0.00 0.01 -0.01 0.47
H -5.9066 -0.1950 -2.9773 -0.01 0.00 0.00 0.46
H -5.0586 -1.4238 -1.0498 -0.01 -0.03 0.01 0.23
H -1.0851 -3.3653 -1.0693 -0.01 -0.02 -0.01 -0.35
H -4.0573 -4.0999 -1.0263 -0.02 0.00 0.02 0.23
H -2.7851 -5.0613 -1.7722 0.00 0.00 -0.01 0.53
H -3.1435 -3.4462 -2.3844 0.00 0.01 0.00 0.29
H -2.6869 -4.6897 1.1768 -0.03 0.00 0.00 0.31
H -1.0958 -3.9786 1.4078 -0.01 0.00 0.01 0.29
H -1.3075 -5.3509 0.3152 0.01 -0.01 -0.01 0.49
H -3.0426 -2.2144 2.2795 0.01 0.00 -0.03 0.39
H -4.7270 0.0091 1.0458 0.00 0.01 -0.03 0.32
H -3.1669 0.2823 1.8170 0.01 -0.02 0.01 0.16
H -4.5133 -0.3595 2.7573 -0.02 -0.01 0.00 0.53
H -5.5338 -2.4207 0.5124 -0.02 0.02 0.00 0.28
H -5.4297 -2.6744 2.2417 0.00 0.00 0.00 0.47
H -4.6050 -3.7715 1.1473 0.01 -0.02 -0.01 0.29
H 0.8032 0.6333 -4.3653 -0.01 -0.02 -0.01 0.47
H 1.8327 2.5602 -5.4572 0.00 0.00 -0.01 0.45
H 2.1261 4.6800 -4.2021 0.00 0.01 -0.01 0.45
H 1.3665 4.8416 -1.8897 -0.02 -0.02 -0.04 0.14
H 0.4511 4.3039 1.7831 0.02 0.02 -0.02 0.56
H 2.6984 4.5569 -0.2757 0.02 0.00 0.03 0.28
H 2.6709 3.4357 1.0771 0.02 -0.05 0.02 0.01
H 2.7116 5.1762 1.3720 -0.01 0.00 0.01 0.53
H 0.5881 6.1546 -0.6511 -0.02 -0.01 -0.01 0.23
H 0.6752 6.5890 1.0452 0.01 0.00 0.00 0.49
H -0.8157 5.9366 0.3854 0.00 0.01 0.02 0.30
H -2.0976 2.1322 -0.4634 0.00 0.01 0.01 -1.55
H -2.1367 4.5410 1.4247 0.01 0.04 0.01 0.29
H -2.0554 2.8593 1.9368 0.01 -0.01 0.00 0.25
H -3.4708 3.4532 1.0703 -0.01 0.00 -0.01 0.45
H -1.8434 5.0781 -1.2369 -0.02 -0.02 -0.01 0.23
H -3.3093 4.1066 -1.3612 -0.01 0.00 -0.01 0.53
H -1.8870 3.6867 -2.3161 0.01 0.00 -0.01 0.31
F 4.5259 0.9282 5.5166 0.00 0.00 0.00 -0.36
C 3.3274 0.8012 4.9188 0.01 0.01 0.01 0.41
C 2.5033 -0.2436 5.2801 -0.02 0.01 0.00 -0.85
C 1.2714 -0.3688 4.6506 0.02 -0.06 -0.04 -0.41
C 0.8673 0.5189 3.6572 -0.04 0.02 0.02 -0.49
C -0.4378 0.3540 2.9333 -0.03 0.08 -0.15 -1.04
C 1.7206 1.5792 3.3491 0.07 -0.06 0.01 0.33
C 2.9504 1.7312 3.9685 0.02 -0.01 0.01 -0.89
H 2.8196 -0.9342 6.0497 0.00 0.00 0.01 0.48
H 0.6109 -1.1744 4.9467 -0.01 -0.04 -0.01 0.45
H -1.0616 1.2427 3.0347 -0.01 0.00 0.10 0.69
H -1.0114 -0.4962 3.3024 0.04 -0.01 0.07 0.56
H 1.4139 2.2972 2.6019 -0.03 0.08 -0.10 0.27
H 3.6121 2.5536 3.7305 0.00 0.01 0.00 0.51
```
Positions in Å, forces in eV/Å.